The following is a DFT calculation (ωB97M-V with the def2-TZVPD basis set) of an isolated molecule of C3H6NO2.

E   -8791.0024 eV
Frontier orbital gap (spin up / spin down)   10.9 / 8.1 eV
Maximum force   0.01767 Eh/bohr
Net charge   0
LUMO (spin up / spin down)   0.881 / -1.826 eV
E_HOMO (spin up / spin down)   -10.0 / -10.0 eV
Molar mass   88.086 g/mol
Relative energy (zero: lowest compared OMol25 entry of this formula, charge and spin)   19.2 kcal per mole
Spin multiplicity   2

Last column: natural (NBO) charge in e.
Element x y z (Å)
C 1.25 1.15 -0.80  0.5296
N 0.03 0.53 -0.77  -0.6257
C -0.17 -0.83 -0.33  -0.2541
C -0.80 -0.93 1.07  -0.1509
O -1.52 -2.03 1.34  -0.2619
O 1.39 2.34 -0.69  -0.5894
H 2.10 0.47 -0.98  0.1095
H -0.74 1.19 -0.72  0.3965
H 0.83 -1.26 -0.18  0.2011
H -0.63 -1.46 -1.09  0.2102
H -1.45 -0.07 1.27  0.2184
H -0.04 -0.81 1.84  0.2167